Record 1
Computed, not measured: the molecule C4H8N2OS at a distorted geometry, with ωB97M-V/def2-TZVPD.

SMILES string: CS[C@@H]1C=NN(C)O1
E_LUMO, eV: 0.9
Electronic energy, eV: -20136.94751

Last column: Löwdin charge in e.
CARTESIAN COORDINATES (ANGSTROEM)
C1 -2.032 0.938 1.727  -0.41
S1 -0.981 -0.535 1.833  0.83
C2 -0.698 -0.701 -0.011  -0.53
C3 0.201 -1.767 -0.461  -0.15
N1 1.176 -1.409 -1.235  0.10
N2 1.019 -0.030 -1.455  -0.21
C4 2.294 0.616 -1.145  -0.04
O1 -0.043 0.510 -0.624  -0.12
H1 -3.114 0.687 1.595  0.05
H2 -1.811 1.681 0.900  0.07
H3 -1.794 1.303 2.673  -0.02
H4 -1.674 -0.806 -0.406  0.09
H5 -0.116 -2.755 -0.282  0.10
H6 2.268 1.708 -1.455  0.11
H7 2.278 0.499 -0.077  0.08
H8 3.027 0.062 -1.577  0.04

Atoms 1-2, force components in eV/Å:
-1.1 -0.4 -2.2
0.5 0.0 -1.8



Record 2
Computed, not measured: a structure of composition C5H4O2 at a distorted geometry, with ωB97M-V/def2-TZVPD.

E_LUMO, eV: 0.6
Electronic energy, eV: -9339.92129

Last column: Löwdin charge in e.
CARTESIAN COORDINATES (ANGSTROEM)
C1 1.238 0.076 -0.195  -0.33
C2 0.266 1.085 0.332  -0.10
C3 0.268 -1.019 0.367  -0.16
C4 -0.996 -0.665 -0.500  0.01
C5 -0.877 0.652 -0.566  -0.07
H1 0.621 2.149 0.642  0.19
H2 0.357 -2.159 0.643  0.19
H3 -1.717 -1.308 -0.838  0.08
H4 -1.907 1.288 -0.678  0.16
O1 2.410 -0.079 -0.610  0.06
O2 0.338 -0.018 1.404  -0.04

Atoms 1-2, force components in eV/Å:
6.6 -3.5 -3.0
1.2 -0.5 0.1



Record 3
Computed, not measured: a structure of composition CH3ClF2Si at a distorted geometry, with ωB97M-V/def2-TZVPD.

E_LUMO, eV: 0.1
Electronic energy, eV: -26918.19125

Last column: Löwdin charge in e.
CARTESIAN COORDINATES (ANGSTROEM)
C1 2.573 0.201 -0.230  -0.29
F1 2.535 -1.068 -0.485  0.02
F2 2.618 0.189 1.117  -0.03
Si1 -1.650 0.056 -0.040  0.31
Cl1 0.272 0.663 -0.554  0.34
H1 -1.579 -1.289 -0.034  -0.14
H2 -2.846 0.455 -0.875  -0.08
H3 -1.924 0.793 1.101  -0.13

Atoms 1-2, force components in eV/Å:
1.2 -0.4 1.7
0.1 -0.5 -0.7



Record 4
Computed, not measured: a structure of composition C28H27Br2N5O5SSn at a distorted geometry, with ωB97M-V/def2-TZVPD.

E_LUMO (spin up / spin down), eV: -9.4 / -9.2
Charge: +2
Electronic energy, eV: -203896.62706

Last column: Löwdin charge in e.
CARTESIAN COORDINATES (ANGSTROEM)
Sn1 -1.508 0.689 1.654  1.59
Br1 4.207 1.357 -0.506  0.59
C1 4.245 2.827 0.720  -1.05
Br2 2.743 4.135 0.541  0.51
H1 5.168 3.420 0.471  0.02
H2 4.221 2.479 1.777  -0.04
N1 4.417 2.445 4.195  0.22
C2 3.281 2.295 4.400  -0.15
C3 1.915 1.992 4.471  -0.19
C4 1.197 2.179 5.650  0.03
C5 -0.119 1.788 5.729  0.01
C6 -0.729 1.249 4.586  -0.09
N2 -0.062 1.222 3.444  -0.06
C7 1.244 1.544 3.338  -0.02
H3 1.713 2.571 6.535  0.15
H4 -0.665 1.925 6.658  0.13
H5 -1.808 0.964 4.553  0.12
H6 1.681 1.349 2.350  0.13
C8 -1.778 -3.217 3.262  0.04
C9 -1.450 -1.858 2.664  -0.67
O1 -2.184 -0.792 2.851  -0.21
O2 -0.385 -1.828 2.052  0.00
H7 -0.898 -3.439 3.868  0.10
H8 -1.745 -3.970 2.490  0.09
H9 -2.686 -3.243 3.869  0.10
O3 -4.270 1.663 3.870  0.11
C10 -3.923 2.446 2.987  -0.43
N3 -2.686 2.463 2.343  0.00
C11 -2.657 3.604 1.491  -0.44
O4 -1.696 4.036 0.876  0.10
C12 -3.996 4.199 1.533  -0.08
C13 -4.668 5.123 0.719  0.04
C14 -6.057 5.340 0.957  -0.04
C15 -6.711 4.771 2.028  -0.05
C16 -6.062 3.899 2.877  0.03
C17 -4.762 3.544 2.520  -0.09
H10 -4.057 5.596 -0.056  0.13
H11 -6.552 6.043 0.233  0.14
H12 -7.812 4.921 2.054  0.14
H13 -6.575 3.371 3.662  0.13
C18 -2.030 -4.222 -1.757  -0.12
C19 -1.652 -3.906 -3.195  -0.21
C20 -0.129 -3.714 -3.422  -0.16
N4 0.744 -4.803 -3.027  0.06
C21 2.074 -4.806 -2.994  -0.71
S1 2.878 -6.036 -2.188  1.02
N5 2.810 -3.899 -3.831  0.12
C22 2.924 -2.522 -3.461  -0.37
O5 2.204 -2.071 -2.543  0.05
C23 3.685 -1.643 -4.304  -0.16
C24 4.289 -2.049 -5.496  -0.02
C25 5.038 -1.132 -6.219  -0.05
C26 5.009 0.225 -5.897  -0.03
C27 4.267 0.700 -4.811  -0.04
C28 3.771 -0.258 -3.954  -0.01
H14 -3.120 -4.265 -1.598  0.08
H15 -1.662 -3.542 -0.959  0.07
H16 -1.615 -5.201 -1.437  0.07
H17 -2.075 -2.909 -3.459  0.13
H18 -1.981 -4.752 -3.847  0.13
H19 0.311 -2.873 -2.867  0.11
H20 0.012 -3.489 -4.523  0.16
H21 0.430 -5.734 -2.769  0.14
H22 3.763 -4.343 -3.954  0.15
H23 4.224 -3.121 -5.802  0.13
H24 5.461 -1.427 -7.137  0.10
H25 5.485 0.867 -6.619  0.12
H26 4.076 1.757 -4.631  0.12
H27 3.275 0.069 -3.016  0.08

Atoms 1-2, force components in eV/Å:
0.6 1.2 1.7
-0.3 0.0 0.1



Record 5
Computed, not measured: a cluster of 14 separate species, C44H124N8O20 in total at a distorted geometry, with ωB97M-V/def2-TZVPD.

E_LUMO, eV: 0.2
Electronic energy, eV: -100499.94964

Last column: Löwdin charge in e.
CARTESIAN COORDINATES (ANGSTROEM)
C1 7.387 4.416 -0.716  -0.07
C2 6.384 4.255 -1.845  -0.48
C3 4.976 3.787 -1.469  -0.19
O1 4.370 3.149 -2.576  -0.18
C4 3.053 2.729 -2.296  -0.10
N1 6.386 5.482 -2.485  0.03
H1 7.726 3.435 -0.381  0.07
H2 7.144 5.086 0.108  0.08
H3 8.329 4.829 -1.077  0.07
H4 6.833 3.506 -2.497  0.15
H5 4.332 4.553 -1.035  0.13
H6 5.066 2.989 -0.732  0.09
H7 3.080 1.862 -1.635  0.07
H8 2.592 2.321 -3.195  0.08
H9 2.475 3.599 -1.985  0.09
H10 5.797 6.172 -2.041  0.08
H11 5.829 5.257 -3.297  0.08
C5 2.118 -6.172 1.785  -0.04
C6 1.770 -5.030 2.795  -0.43
C7 0.640 -4.143 2.196  -0.16
O2 0.118 -3.301 3.225  -0.20
C8 0.940 -2.239 3.578  -0.13
N2 1.341 -5.613 4.054  0.05
H12 1.152 -6.532 1.432  0.06
H13 2.631 -7.041 2.198  0.08
H14 2.603 -5.720 0.921  0.06
H15 2.675 -4.461 3.008  0.12
H16 -0.173 -4.848 2.022  0.13
H17 1.033 -3.580 1.349  0.11
H18 2.006 -2.444 3.477  0.09
H19 0.745 -1.889 4.592  0.09
H20 0.739 -1.353 2.977  0.06
H21 0.869 -4.812 4.449  0.05
H22 0.542 -6.182 3.817  0.07
C9 0.526 9.140 1.072  -0.07
C10 0.581 7.604 0.816  -0.44
C11 -0.390 6.754 1.658  -0.16
O3 0.202 5.438 1.666  -0.20
C12 -0.496 4.400 2.337  -0.10
N3 0.343 7.508 -0.599  0.04
H23 0.979 9.247 2.057  0.07
H24 -0.503 9.494 1.019  0.07
H25 1.102 9.816 0.441  0.08
H26 1.624 7.364 1.025  0.13
H27 -1.359 6.741 1.160  0.12
H28 -0.493 7.071 2.696  0.12
H29 -0.814 4.768 3.313  0.08
H30 0.245 3.626 2.539  0.07
H31 -1.294 3.906 1.783  0.07
H32 0.262 6.538 -0.870  0.05
H33 -0.598 7.873 -0.637  0.07
C13 -1.163 -8.054 -1.454  -0.09
C14 -0.350 -7.292 -2.446  -0.45
C15 0.763 -6.473 -1.656  -0.15
O4 0.275 -5.323 -0.971  -0.24
C16 -0.372 -4.273 -1.637  -0.09
N4 0.204 -8.285 -3.275  0.02
H34 -0.498 -8.605 -0.789  0.08
H35 -1.765 -8.837 -1.914  0.07
H36 -1.912 -7.486 -0.901  0.08
H37 -0.975 -6.662 -3.079  0.14
H38 1.466 -6.160 -2.428  0.11
H39 1.189 -7.106 -0.878  0.11
H40 0.256 -3.987 -2.482  0.08
H41 -0.580 -3.561 -0.839  0.08
H42 -1.331 -4.598 -2.041  0.08
H43 0.623 -9.103 -2.857  0.08
H44 -0.582 -8.757 -3.699  0.07
C17 -4.726 2.910 1.560  -0.04
C18 -5.341 1.598 1.149  -0.41
C19 -5.373 1.481 -0.400  -0.16
O5 -6.160 2.517 -1.022  -0.19
C20 -7.553 2.550 -0.795  -0.10
N5 -4.487 0.521 1.652  0.06
H45 -4.767 3.062 2.639  0.08
H46 -5.274 3.723 1.083  0.09
H47 -3.691 2.802 1.234  0.07
H48 -6.337 1.518 1.584  0.13
H49 -5.607 0.461 -0.705  0.11
H50 -4.357 1.672 -0.745  0.11
H51 -8.019 1.605 -1.074  0.09
H52 -8.021 3.297 -1.435  0.09
H53 -7.686 2.811 0.255  0.08
H54 -4.841 -0.404 1.453  0.04
H55 -4.589 0.497 2.657  0.06
C21 -3.597 -2.711 1.067  -0.04
C22 -4.715 -2.439 0.105  -0.44
C23 -4.820 -3.387 -1.091  -0.21
O6 -4.944 -4.656 -0.493  -0.19
C24 -5.498 -5.592 -1.436  -0.09
N6 -5.980 -2.388 0.854  0.05
H56 -3.638 -3.671 1.581  0.09
H57 -3.516 -1.980 1.871  0.06
H58 -2.708 -2.528 0.463  0.08
H59 -4.551 -1.429 -0.270  0.10
H60 -3.972 -3.405 -1.776  0.12
H61 -5.740 -3.112 -1.607  0.11
H62 -5.414 -6.627 -1.104  0.09
H63 -4.908 -5.580 -2.353  0.08
H64 -6.500 -5.336 -1.781  0.09
H65 -6.688 -2.272 0.143  0.07
H66 -6.180 -3.242 1.355  0.08
C25 0.215 4.724 6.637  -0.06
C26 1.452 3.893 6.492  -0.46
C27 1.296 2.758 5.500  -0.23
O7 2.514 2.241 5.047  -0.17
C28 2.452 1.385 3.958  -0.09
N7 2.543 4.721 6.025  0.05
H67 0.392 5.557 7.317  0.09
H68 -0.663 4.143 6.920  0.08
H69 -0.009 5.179 5.672  0.06
H70 1.660 3.375 7.429  0.14
H71 0.722 3.208 4.690  0.10
H72 0.698 1.978 5.971  0.13
H73 1.852 0.515 4.225  0.07
H74 3.486 1.096 3.765  0.09
H75 2.002 1.817 3.064  0.08
H76 3.342 4.179 5.730  0.07
H77 2.228 5.065 5.129  0.07
C29 1.917 -3.862 -5.272  -0.06
C30 2.770 -2.637 -5.697  -0.42
C31 2.338 -1.343 -4.979  -0.19
O8 0.933 -1.127 -5.180  -0.15
C32 0.501 -0.003 -4.416  -0.11
N8 4.185 -2.927 -5.479  0.04
H78 0.850 -3.773 -5.475  0.07
H79 1.917 -4.110 -4.210  0.04
H80 2.292 -4.722 -5.827  0.08
H81 2.638 -2.545 -6.775  0.14
H82 3.020 -0.551 -5.289  0.12
H83 2.506 -1.402 -3.903  0.11
H84 0.716 -0.020 -3.347  0.07
H85 -0.567 0.182 -4.524  0.06
H86 0.899 0.953 -4.756  0.08
H87 4.668 -2.250 -6.052  0.07
H88 4.347 -2.552 -4.556  0.06
C33 4.397 0.681 0.762  -0.19
C34 5.629 -0.033 1.410  -0.20
O9 6.013 -1.193 0.681  -0.08
O10 3.237 -0.187 0.736  -0.08
H89 4.722 1.024 -0.220  0.09
H90 4.098 1.509 1.404  0.11
H91 5.445 -0.452 2.399  0.12
H92 6.424 0.701 1.543  0.12
H93 6.961 -1.270 0.551  0.10
H94 3.357 -0.904 0.108  0.02
C35 -4.678 -0.745 -3.778  -0.26
C36 -3.181 -0.581 -3.581  -0.25
O11 -2.787 -0.282 -2.282  -0.06
O12 -5.267 0.476 -3.710  -0.02
H95 -5.020 -1.284 -2.894  0.10
H96 -4.838 -1.375 -4.653  0.13
H97 -2.734 0.072 -4.330  0.11
H98 -2.708 -1.548 -3.753  0.12
H99 -3.268 0.538 -2.152  0.05
H100 -5.626 0.628 -2.833  0.06
C37 3.056 -3.484 -1.059  -0.20
C38 4.411 -3.991 -0.549  -0.26
O13 4.738 -3.707 0.765  -0.04
O14 2.853 -2.069 -1.094  -0.08
H101 2.237 -3.879 -0.459  0.09
H102 2.881 -3.858 -2.068  0.10
H103 5.107 -3.540 -1.256  0.12
H104 4.563 -5.050 -0.758  0.12
H105 5.080 -2.811 0.713  0.03
H106 1.925 -1.874 -1.242  0.06
C39 0.415 1.060 0.138  -0.21
C40 0.019 -0.446 0.082  -0.19
O15 -0.307 -0.957 -1.221  -0.08
O16 -0.644 1.959 -0.041  -0.08
H107 1.228 1.261 -0.559  0.10
H108 0.806 1.238 1.139  0.10
H109 -0.818 -0.415 0.780  0.10
H110 0.793 -1.031 0.578  0.09
H111 -1.055 -0.450 -1.546  0.04
H112 -1.087 2.110 0.797  0.03
C41 -1.672 0.413 3.572  -0.17
C42 -2.553 0.906 4.737  -0.17
O17 -3.961 0.480 4.593  -0.10
O18 -1.803 1.270 2.384  -0.12
H113 -1.711 -0.638 3.285  0.12
H114 -0.606 0.511 3.779  0.09
H115 -2.596 1.984 4.896  0.11
H116 -2.087 0.515 5.641  0.11
H117 -4.551 0.875 5.239  0.08
H118 -2.635 0.947 2.031  0.02
C43 -0.827 4.281 -2.976  -0.24
C44 -1.215 2.776 -3.027  -0.19
O19 -2.297 2.619 -2.102  -0.10
O20 -1.779 5.162 -3.556  -0.05
H119 0.037 4.468 -3.614  0.11
H120 -0.457 4.655 -2.022  0.10
H121 -0.384 2.199 -2.621  0.10
H122 -1.467 2.449 -4.035  0.12
H123 -1.993 2.812 -1.212  0.05
H124 -2.408 5.269 -2.839  0.08

Atoms 1-2, force components in eV/Å:
0.9 -1.0 0.7
0.5 -0.9 2.2



Record 6
Computed, not measured: a structure of composition C13H13AsF6FeN3O10S3, with ωB97M-V/def2-TZVPD.

E_LUMO (spin up / spin down), eV: 2.4 / 2.4
Charge: -1
2S+1: 5
Electronic energy, eV: -182678.05404
<S²>: 6.007

Last column: Mulliken spin population.
CARTESIAN COORDINATES (ANGSTROEM)
Fe1 -0.154 0.078 -0.098  3.75
O1 0.834 -4.386 0.384  0.00
As1 -0.410 -3.085 0.291  0.00
O2 -1.578 -3.643 -0.702  0.00
O3 0.526 -1.789 -0.261  0.08
C1 -0.745 -3.095 2.217  0.00
C2 -0.385 -4.238 2.926  0.00
C3 -0.601 -4.304 4.295  0.00
C4 -1.178 -3.240 4.973  0.00
C5 -1.550 -2.101 4.279  0.00
C6 -1.330 -2.035 2.913  0.01
S1 -1.746 -0.544 2.060  -0.01
O4 -0.503 0.258 2.042  0.03
O5 -2.864 0.056 2.727  0.00
O6 -1.998 -0.985 0.670  0.03
H1 1.096 -4.514 -0.535  0.00
H2 0.068 -5.061 2.396  0.00
H3 -0.314 -5.197 4.838  0.00
H4 -1.338 -3.296 6.042  0.00
H5 -2.024 -1.264 4.777  0.00
F1 -1.568 3.092 2.293  0.00
C7 -1.624 4.039 1.377  0.00
F2 -2.898 4.312 1.106  0.00
F3 -1.047 5.144 1.848  0.00
S2 -0.779 3.510 -0.182  0.01
O7 -1.134 2.108 -0.323  0.02
O8 -1.251 4.417 -1.175  0.00
N1 0.755 3.747 0.080  0.00
S3 1.635 2.674 0.829  0.01
O9 1.676 1.398 0.122  0.03
O10 1.521 2.666 2.250  0.00
C8 3.288 3.377 0.435  0.00
F4 3.557 3.220 -0.863  0.00
F5 3.366 4.664 0.729  0.00
F6 4.204 2.717 1.135  0.00
C9 2.514 0.849 -4.912  0.00
C10 1.335 0.467 -4.081  0.01
C11 0.168 -0.196 -4.394  0.00
C12 -0.570 -0.271 -3.194  0.02
N2 0.105 0.328 -2.227  0.01
N3 1.257 0.758 -2.771  0.00
C13 -1.891 -0.908 -2.911  -0.01
H6 2.357 0.537 -5.942  0.00
H7 3.423 0.372 -4.544  0.00
H8 2.670 1.929 -4.899  0.00
H9 -0.115 -0.583 -5.359  0.00
H10 1.927 1.223 -2.179  0.00
H11 -2.380 -1.213 -3.834  0.00
H12 -2.537 -0.208 -2.377  0.00
H13 -1.766 -1.788 -2.270  0.00

Atoms 1-2, force components in eV/Å:
0.3 -0.3 -0.1
-0.1 0.3 -0.1